[1]
Density functional theory data (wB97M-V/def2-TZVPD) for a molecular structure, C16H27N2Ni.

```
46
Properties=species:S:1:pos:R:3:forces:R:3:lowdin_charge:R:1
Ni -0.3558 -0.3858 -0.6790 0.0 0.0 0.1 0.82
C -0.5685 2.9435 -3.7188 0.0 0.0 0.0 -0.02
C -1.2929 1.9581 -2.7977 0.0 0.0 -0.1 -0.36
C -1.5207 2.5411 -1.3957 0.0 0.0 0.0 -0.04
C -0.5372 0.6642 -2.6427 0.0 0.0 0.0 -0.20
C 0.8296 0.6542 -2.2551 0.0 0.0 0.0 0.00
C 1.5093 -0.5428 -1.9990 0.0 0.0 0.0 0.01
C 0.8554 -1.7966 -2.0839 0.0 0.0 0.0 -0.24
C 1.5876 -3.0819 -1.8433 0.0 0.0 0.0 0.02
C -0.5161 -1.7833 -2.4276 0.0 0.0 0.0 0.01
C -1.1960 -0.5829 -2.7065 0.0 0.0 0.0 0.01
H -1.2000 3.8172 -3.8726 0.0 0.0 0.0 0.11
H -0.3668 2.5062 -4.6959 0.0 0.0 0.0 0.11
H 0.3703 3.2945 -3.2867 0.0 0.0 0.0 0.09
H -2.2639 1.7134 -3.2330 0.0 0.0 0.0 0.15
H -0.5743 2.8278 -0.9260 0.0 0.0 0.0 0.09
H -2.0641 1.8341 -0.7489 0.0 0.0 0.0 0.07
H -2.1360 3.4390 -1.4508 0.0 0.0 0.0 0.11
H 1.3592 1.5947 -2.1611 0.0 0.0 0.0 0.15
H 2.5582 -0.5095 -1.7261 0.0 0.0 0.0 0.15
H 1.5629 -3.3705 -0.7900 0.0 0.0 0.0 0.09
H 2.6325 -2.9869 -2.1356 0.0 0.0 0.0 0.11
H 1.1394 -3.8933 -2.4143 0.0 0.0 0.0 0.11
H -1.0611 -2.7201 -2.4700 0.0 0.0 0.0 0.16
H -2.2507 -0.6149 -2.9561 0.0 0.0 0.0 0.16
C 1.4282 0.4272 3.2287 0.0 0.0 0.0 -0.02
C 1.2215 0.3995 1.6981 0.0 0.0 0.0 -0.09
N -0.0072 -0.3753 1.3436 0.0 0.0 0.0 -0.22
C 0.1389 -1.7717 1.8622 0.0 0.0 0.0 -0.09
C 0.3256 -1.7705 3.3955 0.0 0.0 0.0 -0.02
N 0.3086 -0.3450 3.8633 0.0 0.0 0.0 -0.07
C -1.0110 0.2917 3.5423 0.0 0.0 0.0 -0.02
C -1.1888 0.2671 2.0083 0.0 0.0 0.0 -0.10
H 1.4025 1.4386 3.6293 0.0 0.0 0.0 0.15
H 2.3647 -0.0400 3.5265 0.0 0.0 0.0 0.15
H 2.0729 -0.0681 1.2064 0.0 0.0 0.0 0.14
H 1.1140 1.4112 1.3092 0.0 0.0 0.0 0.14
H 1.0004 -2.2249 1.3746 0.0 0.0 0.0 0.13
H -0.7501 -2.3402 1.5896 0.0 0.0 0.0 0.14
H 1.2763 -2.2077 3.6942 0.0 0.0 0.0 0.15
H -0.4757 -2.2986 3.9084 0.0 0.0 0.0 0.15
H 0.4380 -0.3332 4.8787 0.0 0.0 0.0 0.21
H -0.9976 1.3053 3.9379 0.0 0.0 0.0 0.16
H -1.7874 -0.2720 4.0556 0.0 0.0 0.0 0.16
H -1.2889 1.2813 1.6222 0.0 0.0 0.0 0.13
H -2.0853 -0.2938 1.7420 0.0 0.0 0.0 0.14
```
Positions in Å, forces in eV/Å.

Results
* total charge: +3
* E_LUMO (alpha / beta): -9.8 / -12.7 eV
* spin multiplicity: 3
* HOMO energy (alpha / beta): -20.058 / -20.607 eV


[2]
Density functional theory data (wB97M-V/def2-TZVPD) for 2 unconnected molecules or ions with the total composition C4H13NO.

```
19
Properties=species:S:1:pos:R:3:forces:R:3:lowdin_charge:R:1
C -1.1438 0.5310 -0.7064 1.0 0.8 2.1 -0.05
C 0.3502 1.7898 0.7970 -0.1 0.1 -0.2 -0.10
C -0.5735 -0.2918 1.5602 -0.1 -0.1 0.0 -0.10
N -0.0602 0.4485 0.4195 -1.7 -0.2 -1.5 -0.35
H -0.4912 2.3943 1.1575 -0.1 0.0 0.0 0.09
H -0.8380 -1.2996 1.2469 0.0 -0.1 0.0 0.09
H 0.1997 -0.3660 2.3264 0.0 0.0 0.0 0.09
H -1.9115 1.2239 -0.3389 0.0 0.1 -0.1 0.08
H -0.6676 0.9600 -1.5855 -0.1 -0.3 -0.1 0.09
H -1.6587 -0.4110 -0.8929 0.5 0.0 0.0 0.07
H 0.7891 2.2839 -0.0667 0.0 0.1 0.0 0.09
H 1.1011 1.7387 1.5830 0.1 -0.1 0.0 0.09
H -1.4647 0.1773 1.9987 0.0 0.1 0.0 0.09
C 1.0097 -1.8202 -1.4677 -0.7 0.0 -0.1 -0.22
O 1.8397 -0.8975 -0.8497 -0.4 1.7 1.4 -0.20
H 1.2115 -0.2738 -0.2455 1.2 -1.5 -1.4 0.06
H 1.2238 -1.8780 -2.5406 0.0 -0.1 0.0 0.07
H 1.1286 -2.8229 -1.0343 -0.1 0.0 -0.1 0.07
H -0.0442 -1.4867 -1.3609 0.4 -0.7 -0.2 0.04
```
Positions in Å, forces in eV/Å.

Results
* SMILES: CN(C)C.CO
* E_LUMO: 0.8 eV
* HOMO energy: -9.058 eV